Entry 1:
The following is a DFT calculation (ωB97M-V/def2-TZVPD) of C25H24NO2 as an isolated structure in a non-equilibrium geometry.

Values from the calculation:
electronic energy	-31891.56289	eV
orbital gap	7.659	eV
energy relative to the best compared isomer or geometry (same formula, charge and spin)	24.91	kcal/mol

The geometry in ORCA input format:
```
! RIJCOSX wB97M-V def2-TZVPD def2/J DEFGRID3
* xyz 1 1
C -4.8385 0.0811 -5.0751
O -3.7837 -0.8553 -4.7478
C -2.7075 -0.4613 -4.0227
C -1.8471 -1.4573 -3.5004
C -0.9140 -1.1621 -2.5289
C -0.7909 0.1649 -2.0027
C 0.1515 0.3435 -0.9165
C 0.6150 1.6812 -0.5510
C 2.0119 1.9153 -0.3710
C 2.4718 3.1770 -0.0180
C 1.6214 4.2764 0.1072
C 2.1351 5.6057 0.5909
C 0.2773 4.0856 -0.2354
C -0.2156 2.8255 -0.5711
C -1.4279 1.1841 -2.7726
C -2.4094 0.8835 -3.7087
H -5.5993 -0.5070 -5.5858
H -5.2658 0.5316 -4.1676
H -4.4703 0.8700 -5.7454
H -2.0261 -2.4897 -3.7998
H -0.2882 -1.9554 -2.1306
H 0.9143 -0.4279 -0.8901
H 2.7242 1.1012 -0.4975
H 3.5255 3.3224 0.2468
H 1.4208 6.4112 0.3931
H 2.3498 5.6221 1.6713
H 3.0753 5.8472 0.0793
H -0.4042 4.9372 -0.1608
H -1.2811 2.7364 -0.8009
H -1.2091 2.2491 -2.6425
H -3.0112 1.6786 -4.1548
C 2.8257 -4.6299 5.0121
O 3.2746 -3.7210 3.9842
C 2.3905 -3.0059 3.2587
C 1.0134 -3.0274 3.4358
C 0.1745 -2.2640 2.6080
C 0.7041 -1.4411 1.5366
C 2.1160 -1.3900 1.4164
C 2.9217 -2.1544 2.2502
N -0.1178 -0.7357 0.7152
C -1.4296 -0.7237 0.8861
C -1.9907 -1.4771 1.9458
C -1.2048 -2.2308 2.7759
H 3.7299 -5.0939 5.4095
H 2.3114 -4.0964 5.8192
H 2.1722 -5.4072 4.6006
H 0.5459 -3.6093 4.2180
H 2.5586 -0.7278 0.6613
H 3.9857 -2.1071 2.1365
H -2.0907 -0.1369 0.2238
H -3.0745 -1.4321 2.0478
H -1.6202 -2.8032 3.5674
*
```

How is the electron density shared among the atoms? According to natural (NBO), the charges in e are: -0.2591 -0.4734 0.3852 -0.2715 -0.1306 -0.1329 0.0937 -0.1784 -0.1367 -0.2156 0.0393 -0.6431 -0.2224 -0.1165 -0.1434 -0.3066 0.2201 0.1895 0.1896 0.2434 0.2227 0.2210 0.2118 0.2257 0.2273 0.2387 0.2330 0.2233 0.2117 0.2346 0.2364 -0.2598 -0.4780 0.3430 -0.2832 -0.0703 0.2145 -0.2226 -0.1895 -0.3708 0.0780 -0.2509 -0.1035 0.2191 0.1881 0.1887 0.2307 0.2226 0.2399 0.2232 0.2371 0.2272

Entry 2:
The following is a DFT calculation (ωB97M-V/def2-TZVPD) of one molecule with the formula C25H24O4.

Values from the calculation:
electronic energy	-34504.03182	eV
orbital gap	8.256	eV
SMILES	COc1ccc(C(CC(=O)c2ccccc2)CC(=O)c2ccccc2)cc1OC
energy relative to the best compared isomer or geometry (same formula, charge and spin)	0.00	kcal/mol

The geometry in ORCA input format:
```
! RIJCOSX wB97M-V def2-TZVPD def2/J DEFGRID3
* xyz 0 1
C -5.0218 -3.8040 1.1026
O -4.2176 -3.2783 0.0789
C -3.1081 -2.5669 0.4317
C -2.6998 -2.3106 1.7279
C -1.5515 -1.5702 1.9739
C -0.7851 -1.0781 0.9341
C -1.1892 -1.3394 -0.3734
C -2.3364 -2.0643 -0.6385
O -2.8059 -2.3454 -1.8872
C -2.0940 -1.8452 -2.9912
H -1.0891 -2.2768 -3.0522
H -2.6662 -2.1432 -3.8685
H -2.0150 -0.7536 -2.9624
H -0.6044 -0.9502 -1.1883
C 0.4376 -0.2437 1.2302
C 1.6353 -0.6029 0.3438
C 2.9346 -0.0553 0.8824
O 2.9812 0.6868 1.8424
C 4.1763 -0.4770 0.1820
C 4.1809 -1.1166 -1.0566
C 5.3780 -1.4774 -1.6468
C 6.5814 -1.2123 -1.0127
C 6.5880 -0.5746 0.2172
C 5.3945 -0.2071 0.8066
H 5.3783 0.2932 1.7637
H 7.5237 -0.3636 0.7135
H 7.5121 -1.5003 -1.4789
H 5.3738 -1.9686 -2.6088
H 3.2563 -1.3234 -1.5721
H 1.4890 -0.1920 -0.6562
H 1.7166 -1.6888 0.2593
H 0.7318 -0.4380 2.2690
C 0.0945 1.2576 1.1641
C -0.2766 1.8123 -0.1890
O 0.0190 1.2935 -1.2458
C -1.0460 3.0852 -0.1689
C -0.9820 3.9983 0.8818
C -1.7137 5.1702 0.8272
C -2.5245 5.4404 -0.2638
C -2.5915 4.5402 -1.3145
C -1.8499 3.3757 -1.2704
H -1.8845 2.6664 -2.0841
H -3.2184 4.7495 -2.1686
H -3.0989 6.3545 -0.2962
H -1.6518 5.8783 1.6405
H -0.3434 3.8110 1.7312
H -0.7216 1.4592 1.8606
H 0.9740 1.8135 1.5054
H -1.2585 -1.3827 2.9967
H -3.2693 -2.6816 2.5651
H -5.8345 -4.3258 0.5994
H -5.4386 -3.0136 1.7366
H -4.4692 -4.5144 1.7273
*
```

How is the electron density shared among the atoms? According to natural (NBO), the charges in e are: -0.2494 -0.4845 0.2430 -0.2910 -0.2169 -0.0268 -0.3263 0.3389 -0.4968 -0.2512 0.1730 0.1986 0.1795 0.2374 -0.2135 -0.5319 0.5814 -0.5645 -0.0949 -0.2035 -0.2066 -0.1902 -0.2156 -0.1803 0.2344 0.2157 0.2145 0.2139 0.2180 0.2655 0.2368 0.2260 -0.5165 0.5807 -0.5735 -0.0900 -0.1934 -0.2195 -0.1890 -0.2181 -0.1730 0.2271 0.2157 0.2147 0.2155 0.2166 0.2316 0.2657 0.2077 0.2188 0.1996 0.1733 0.1734

Entry 3:
The following is a DFT calculation (ωB97M-V/def2-TZVPD) of C25H25BBr26O6S as an isolated structure in a non-equilibrium geometry.

Values from the calculation:
electronic energy	-1871218.03830	eV
orbital gap	7.166	eV

The geometry in ORCA input format:
```
! RIJCOSX wB97M-V def2-TZVPD def2/J DEFGRID3
* xyz 0 1
C -1.1226 1.1729 -0.6607
C -1.3929 0.7982 0.8740
C -1.2259 -0.7955 1.1835
Br -2.1386 -1.3560 2.8648
C -1.5392 -1.7203 -0.0783
C -2.9480 -1.7396 -0.8078
B -4.2459 -0.8563 -0.3266
C -4.9241 0.0789 -1.5025
O -4.8297 -0.8755 0.9847
C -3.2143 -2.6251 -2.0813
C -2.1234 -3.5302 -2.6941
S -2.5358 -4.4827 -4.2210
C -1.5183 -3.9889 -5.7009
O -3.9754 -4.1041 -4.5765
O -2.5592 -5.9856 -4.0021
C -0.7440 -3.5502 -1.9584
C -0.4471 -2.6786 -0.6823
C 1.0144 -2.8519 -0.0785
O 1.3134 -2.8965 1.1338
C 2.1955 -3.0477 -1.1680
C 3.6563 -2.4097 -1.0319
C 3.6723 -0.8304 -0.6482
O 4.4109 -0.4608 0.3449
Br 2.6835 0.5849 -1.6157
C 1.9202 -3.8410 -2.3283
C 0.4489 -4.4695 -2.5469
O 0.2507 -5.5678 -3.1090
H -0.0087 1.0808 -0.9550
H -1.3579 2.3011 -0.7701
H -1.7986 0.6381 -1.4094
H -0.6960 1.4024 1.5503
H -2.4633 1.1034 1.1646
H -0.0978 -0.9215 1.4003
H -5.8435 -0.5316 -1.8625
H -5.2771 1.0915 -1.1186
H -4.2379 0.1461 -2.4241
H -5.7828 -1.0992 0.8934
H -4.2389 -2.5791 -2.5906
H -0.8884 -4.8882 -6.0072
H -0.8470 -3.0857 -5.5246
H -2.2449 -3.7765 -6.5564
H 4.2019 -3.0243 -0.1689
H 4.2440 -2.6280 -2.0040
H 2.7160 -4.0490 -3.1199
C 5.2448 2.0451 2.5865
Br 3.8991 3.3666 2.1334
Br 6.9928 2.5300 1.9002
Br 5.2927 1.6882 4.4923
H 4.9566 1.1164 2.0959
C 5.2189 -2.8917 3.0960
Br 4.3331 -2.2028 1.5037
Br 6.0313 -4.6281 2.7843
Br 6.4928 -1.6139 3.8048
H 4.4512 -3.0324 3.8566
C -7.9978 -1.4750 3.7107
Br -8.6263 -0.7324 2.0306
Br -6.4893 -2.6639 3.4499
Br -7.6089 -0.0910 5.0115
H -8.8102 -2.0750 4.1174
C 1.9729 7.2126 2.7527
Br 3.1903 7.7448 1.3392
Br 0.9052 5.6762 2.2419
Br 2.8999 6.9206 4.4303
H 1.2844 8.0413 2.9091
C 10.5655 -1.9080 5.3411
Br 9.2942 -0.4437 5.3702
Br 9.7151 -3.6073 5.7291
Br 11.5622 -1.9633 3.6782
H 11.2841 -1.7218 6.1374
C -0.3363 0.1881 -6.5354
Br -1.9729 -0.5112 -7.3062
Br 0.2411 -0.8553 -5.0052
Br 1.0691 0.3616 -7.8602
H -0.5577 1.1903 -6.1721
C 4.9697 10.6454 -0.7454
Br 4.3422 11.3303 -2.4481
Br 6.5003 9.4731 -0.9600
Br 5.3269 12.0723 0.5184
H 4.1637 10.0444 -0.3274
C -11.0038 2.2270 2.7971
Br -11.6932 3.4169 1.4291
Br -9.5773 3.0526 3.8184
Br -12.4145 1.5532 3.9449
H -10.5729 1.3685 2.2851
*
```

How is the electron density shared among the atoms? According to Löwdin, the charges in e are: -0.1116 -0.2387 -0.6306 0.6916 -0.0723 0.0085 -0.4359 -0.0419 -0.0051 0.0422 -0.1634 0.7312 -0.1608 -0.4061 -0.3603 0.0048 0.0367 -0.2371 0.0361 -0.1011 -0.2122 -0.6879 -0.3520 0.7286 0.0656 -0.2652 0.0654 0.0144 0.0889 0.0676 0.1161 0.1057 0.0866 0.0873 0.0763 0.0714 0.0478 0.1159 0.0842 -0.0398 0.0722 -0.0013 0.1422 0.1301 -1.6036 0.5341 0.5662 0.5381 -0.0702 -1.4822 0.9867 0.5635 0.5295 -0.0192 -1.5797 0.6064 0.6088 0.5665 -0.0239 -1.6046 0.5735 0.5382 0.5683 -0.0268 -1.6026 0.5268 0.5550 0.5609 -0.0286 -1.5893 0.5908 0.5945 0.5758 -0.0248 -1.6310 0.5584 0.5520 0.5580 -0.0859 -1.6292 0.5602 0.5367 0.5576 -0.0993

Entry 4:
The following is a DFT calculation (ωB97M-V/def2-TZVPD) of a 2-piece molecular cluster, C25H25BF2NO5 overall in a non-equilibrium geometry.

Values from the calculation:
electronic energy	-44165.08791	eV
orbital gap	4.192	eV
energy relative to the best compared isomer or geometry (same formula, charge and spin)	0.00	kcal/mol

The geometry in ORCA input format:
```
! RIJCOSX wB97M-V def2-TZVPD def2/J DEFGRID3
* xyz 1 1
C -7.7070 0.8718 1.7521
C -6.5532 0.0044 1.8741
C -6.4005 -1.3449 2.0763
C -4.9945 -1.5848 2.1447
C -4.3620 -0.3723 1.9859
B -2.8551 0.1120 2.0919
N -2.3456 0.5953 0.6341
C -2.9622 -0.0705 -0.5313
C -2.5364 2.0728 0.6768
C -2.4408 2.4246 2.1560
O -2.2160 3.5226 2.6153
O -2.6277 1.3064 2.9230
C -0.9016 0.1940 0.7090
C -0.8200 -0.9102 1.7474
O 0.1214 -1.6471 1.9706
O -1.9510 -0.9871 2.4763
O -5.3236 0.5993 1.8246
H -8.6072 0.2556 1.7211
H -7.7887 1.5487 2.6122
H -7.6659 1.4670 0.8304
H -7.1890 -2.0746 2.2306
H -4.5110 -2.5508 2.2846
H -2.2724 0.0023 -1.3797
H -3.1428 -1.1277 -0.3081
H -3.9004 0.4256 -0.7945
H -1.7658 2.6004 0.0967
H -3.5239 2.3303 0.2668
H -0.5688 -0.1369 -0.2839
H -0.2782 1.0537 1.0051
C 3.2817 3.8768 -4.3612
C 2.9416 2.8280 -3.3660
C 3.6961 1.6589 -3.3077
F 4.8182 1.5900 -4.0985
C 3.3975 0.5954 -2.4828
C 2.4039 0.7465 -1.4611
C 2.2056 -0.2192 -0.4363
C 3.1414 -1.2314 -0.0876
C 4.5298 -1.1992 -0.4321
C 5.3092 -2.3120 -0.1875
F 6.5955 -2.3336 -0.6686
C 4.8694 -3.4336 0.5091
C 5.7901 -4.5695 0.7473
C 3.5432 -3.4144 0.9671
C 2.7118 -2.3542 0.6716
C 1.6250 1.9440 -1.5145
C 1.8764 2.9357 -2.4545
H 2.4975 4.6338 -4.3706
H 4.2292 4.3712 -4.1228
H 3.3762 3.4698 -5.3744
H 3.9381 -0.3403 -2.5958
H 1.3159 -0.1612 0.1885
H 4.9703 -0.3292 -0.9053
H 5.2949 -5.3043 1.3823
H 6.0773 -5.0647 -0.1861
H 6.7104 -4.2464 1.2434
H 3.1696 -4.2550 1.5544
H 1.6829 -2.3769 1.0077
H 0.8330 2.0798 -0.7760
H 1.2581 3.8353 -2.4904
*
```

How is the electron density shared among the atoms? According to natural (NBO), the charges in e are: -0.6598 0.3003 -0.3273 -0.2543 -0.0578 0.9105 -0.3830 -0.4085 -0.3330 0.7694 -0.5328 -0.6334 -0.3567 0.7921 -0.5987 -0.6005 -0.4360 0.2362 0.2365 0.2256 0.2357 0.2323 0.1973 0.2499 0.2420 0.2244 0.2666 0.2341 0.2491 -0.6550 0.0269 0.4434 -0.3161 -0.2342 -0.0827 0.0750 -0.0778 -0.2366 0.4339 -0.3189 0.0440 -0.6566 -0.2101 -0.1135 -0.1249 -0.2156 0.2335 0.2610 0.2567 0.2514 0.2230 0.2451 0.2347 0.2589 0.2581 0.2448 0.2747 0.2137 0.2430

What did the first record say?
The following is a DFT calculation (ωB97M-V/def2-TZVPD) of C25H24NO2 as an isolated structure in a non-equilibrium geometry.

Values from the calculation:
electronic energy	-31891.56289	eV
orbital gap	7.659	eV
energy relative to the best compared isomer or geometry (same formula, charge and spin)	24.91	kcal/mol

The geometry in ORCA input format:
```
! RIJCOSX wB97M-V def2-TZVPD def2/J DEFGRID3
* xyz 1 1
C -4.8385 0.0811 -5.0751
O -3.7837 -0.8553 -4.7478
C -2.7075 -0.4613 -4.0227
C -1.8471 -1.4573 -3.5004
C -0.9140 -1.1621 -2.5289
C -0.7909 0.1649 -2.0027
C 0.1515 0.3435 -0.9165
C 0.6150 1.6812 -0.5510
C 2.0119 1.9153 -0.3710
C 2.4718 3.1770 -0.0180
C 1.6214 4.2764 0.1072
C 2.1351 5.6057 0.5909
C 0.2773 4.0856 -0.2354
C -0.2156 2.8255 -0.5711
C -1.4279 1.1841 -2.7726
C -2.4094 0.8835 -3.7087
H -5.5993 -0.5070 -5.5858
H -5.2658 0.5316 -4.1676
H -4.4703 0.8700 -5.7454
H -2.0261 -2.4897 -3.7998
H -0.2882 -1.9554 -2.1306
H 0.9143 -0.4279 -0.8901
H 2.7242 1.1012 -0.4975
H 3.5255 3.3224 0.2468
H 1.4208 6.4112 0.3931
H 2.3498 5.6221 1.6713
H 3.0753 5.8472 0.0793
H -0.4042 4.9372 -0.1608
H -1.2811 2.7364 -0.8009
H -1.2091 2.2491 -2.6425
H -3.0112 1.6786 -4.1548
C 2.8257 -4.6299 5.0121
O 3.2746 -3.7210 3.9842
C 2.3905 -3.0059 3.2587
C 1.0134 -3.0274 3.4358
C 0.1745 -2.2640 2.6080
C 0.7041 -1.4411 1.5366
C 2.1160 -1.3900 1.4164
C 2.9217 -2.1544 2.2502
N -0.1178 -0.7357 0.7152
C -1.4296 -0.7237 0.8861
C -1.9907 -1.4771 1.9458
C -1.2048 -2.2308 2.7759
H 3.7299 -5.0939 5.4095
H 2.3114 -4.0964 5.8192
H 2.1722 -5.4072 4.6006
H 0.5459 -3.6093 4.2180
H 2.5586 -0.7278 0.6613
H 3.9857 -2.1071 2.1365
H -2.0907 -0.1369 0.2238
H -3.0745 -1.4321 2.0478
H -1.6202 -2.8032 3.5674
*
```

How is the electron density shared among the atoms? According to natural (NBO), the charges in e are: -0.2591 -0.4734 0.3852 -0.2715 -0.1306 -0.1329 0.0937 -0.1784 -0.1367 -0.2156 0.0393 -0.6431 -0.2224 -0.1165 -0.1434 -0.3066 0.2201 0.1895 0.1896 0.2434 0.2227 0.2210 0.2118 0.2257 0.2273 0.2387 0.2330 0.2233 0.2117 0.2346 0.2364 -0.2598 -0.4780 0.3430 -0.2832 -0.0703 0.2145 -0.2226 -0.1895 -0.3708 0.0780 -0.2509 -0.1035 0.2191 0.1881 0.1887 0.2307 0.2226 0.2399 0.2232 0.2371 0.2272